Density functional theory data (the ωB97M-V functional and the def2-TZVPD basis) for a 2-piece molecular cluster, CH3N3O2Si overall in a non-equilibrium geometry.

The electronic energy is -17523.52135 eV. The calculation puts the orbital gap at 0.3046 Eh.

Last columns: bonded neighbours and bond lengths (Å).
Atoms and positions in Å:
1 N -0.742 3.391 0.253  C2 1.137
2 C -0.999 2.475 -0.370  N1 1.137, Si3 1.920
3 Si -1.208 0.962 -1.533  C2 1.920, O4 1.535, H5 1.479
4 O -2.383 -0.022 -1.450  Si3 1.535
5 H -0.245 1.347 -2.587  Si3 1.479
6 N 1.275 -1.252 1.891  N7 1.709, H9 0.949, H10 0.915
7 N 0.434 -2.355 0.894  N6 1.709, O8 1.208
8 O 1.009 -2.843 -0.049  N7 1.208
9 H 0.850 -0.454 1.606  N6 0.949
10 H 2.009 -1.250 1.345  N6 0.915


Density functional theory data (the ωB97M-V functional and the def2-TZVPD basis) for a 2-piece molecular cluster, CH3N3O3 overall in a non-equilibrium geometry.

The electronic energy is -11690.08309 eV. The calculation puts the orbital gap (spin up / spin down) at 0.3695 / 0.2574 Eh.

Last columns: bonded neighbours and bond lengths (Å).
Atoms and positions in Å:
1 C 1.196 0.675 -0.359  N3 1.316, O5 1.196, H8 1.130
2 N -0.337 -1.739 1.512  H9 1.015, H10 1.014
3 N -0.051 0.323 -0.129  C1 1.316, N4 1.369
4 N -1.193 0.842 -0.679  N3 1.369, O6 1.209, O7 1.191
5 O 2.222 0.235 0.071  C1 1.196
6 O -1.037 1.599 -1.608  N4 1.209
7 O -2.216 0.478 -0.192  N4 1.191
8 H 1.209 1.543 -1.083  C1 1.130
9 H 0.638 -1.586 1.745  N2 1.015
10 H -0.431 -2.370 0.723  N2 1.014


Density functional theory data (the ωB97M-V functional and the def2-TZVPD basis) for an isolated ion of composition CH3N3O6P and charge -1 in a non-equilibrium geometry.

The electronic energy is -27131.25891 eV. Its total charge is -1. The calculation puts the orbital gap at 0.3801 Eh.

Last columns: bonded neighbours and bond lengths (Å).
Atoms and positions in Å:
1 N 1.936 -1.130 -0.415  C2 1.435, H12 0.925, H13 1.005
2 C 1.602 0.238 -0.694  N1 1.435, O3 1.200, N4 1.401
3 O 1.764 0.667 -1.802  C2 1.200
4 N 0.998 0.970 0.337  C2 1.401, P5 1.668, H14 0.989
5 P -0.582 1.475 0.156  N4 1.668, O6 1.428, O7 1.487, O8 1.904
6 O -0.929 1.566 -1.227  P5 1.428
7 O -1.028 2.334 1.285  P5 1.487
8 O -1.054 -0.321 0.575  P5 1.904, N9 1.307
9 N -2.170 -1.001 0.620  O8 1.307, O10 1.210, O11 1.241
10 O -3.173 -0.428 0.259  N9 1.210
11 O -2.083 -2.202 0.920  N9 1.241
12 H 1.243 -1.527 0.052  N1 0.925
13 H 2.061 -1.589 -1.300  N1 1.005
14 H 1.414 0.948 1.235  N4 0.989


Density functional theory data (the ωB97M-V functional and the def2-TZVPD basis) for one molecule with the formula CH3N3S2 in a non-equilibrium geometry.

The electronic energy is -27222.93391 eV. The calculation puts the orbital gap (spin up / spin down) at 0.2952 / 0.2953 Eh.

Last columns: bonded neighbours and bond lengths (Å).
Atoms and positions in Å:
1 S 2.495 -0.333 0.056  N2 1.618
2 N 0.934 0.092 0.045  S1 1.618, N3 1.257, C6 1.476
3 N 0.522 1.280 0.062  N2 1.257, N4 1.540
4 N -0.987 1.294 -0.243  N3 1.540, S5 1.731, H7 1.014
5 S -1.663 -0.214 0.272  N4 1.731, C6 1.817
6 C -0.057 -0.998 -0.057  N2 1.476, S5 1.817, H8 1.094, H9 1.088
7 H -1.393 2.089 0.239  N4 1.014
8 H 0.010 -1.436 -1.057  C6 1.094
9 H 0.139 -1.772 0.682  C6 1.088


Density functional theory data (the ωB97M-V functional and the def2-TZVPD basis) for one molecule with the formula CH3N3S2 in a non-equilibrium geometry.

The electronic energy is -27223.69976 eV. The calculation puts the orbital gap at 0.3148 Eh.

Last columns: bonded neighbours and bond lengths (Å).
Atoms and positions in Å:
1 C 0.279 0.818 -0.934  N2 1.223, S5 1.779, H7 1.165
2 N 1.280 0.151 -1.157  C1 1.223, N3 1.102
3 N 2.101 -0.575 -1.275  N2 1.102
4 N -0.482 -0.661 1.593  S6 1.735, H8 0.990, H9 1.010
5 S -1.377 0.235 -1.221  C1 1.779, S6 2.037
6 S -1.767 0.172 0.778  N4 1.735, S5 2.037
7 H 0.352 1.882 -0.464  C1 1.165
8 H 0.348 -0.383 1.130  N4 0.990
9 H -0.735 -1.639 1.549  N4 1.010


Density functional theory data (the ωB97M-V functional and the def2-TZVPD basis) for one molecule with the formula CH3N3S2 in a non-equilibrium geometry.

The electronic energy is -27222.26126 eV. As for the spin multiplicity: 3. The calculation puts the orbital gap (spin up / spin down) at 0.3027 / 0.2599 Eh.

Last columns: bonded neighbours and bond lengths (Å).
Atoms and positions in Å:
1 C -0.637 -0.005 0.596  N2 1.285, S5 1.784, H7 1.026
2 N -0.038 1.008 0.081  C1 1.285, N3 1.255
3 N 1.089 0.913 -0.462  N2 1.255, N4 1.319
4 N 1.656 -0.250 -0.720  N3 1.319, H8 1.031, H9 1.041
5 S -2.357 -0.263 0.997  C1 1.784, S6 1.983
6 S -3.498 0.771 -0.252  S5 1.983
7 H -0.151 -0.890 0.780  C1 1.026
8 H 2.685 -0.173 -0.719  N4 1.031
9 H 1.251 -1.112 -0.300  N4 1.041


Density functional theory data (the ωB97M-V functional and the def2-TZVPD basis) for a 2-piece molecular cluster, CH3N4O overall in a non-equilibrium geometry.

The electronic energy is -9082.67265 eV. Its total charge is +1. The calculation puts the orbital gap at 0.3731 Eh.

Last columns: bonded neighbours and bond lengths (Å).
Atoms and positions in Å:
1 C -1.367 0.612 -0.101  N5 1.230, O6 1.130
2 N 2.674 0.236 0.188  N4 1.154, H7 1.011
3 N 0.570 -0.485 -0.127  N4 1.123
4 N 1.594 -0.025 -0.124  N2 1.154, N3 1.123
5 N -1.894 -0.489 0.054  C1 1.230, H8 1.011, H9 1.032
6 O -1.082 1.705 -0.070  C1 1.130
7 H 3.562 0.000 -0.232  N2 1.011
8 H -1.200 -1.223 0.019  N5 1.011
9 H -2.856 -0.331 0.394  N5 1.032


Density functional theory data (the ωB97M-V functional and the def2-TZVPD basis) for an isolated ion of composition CH3N4Si and charge -1 in a non-equilibrium geometry.

The electronic energy is -14923.05056 eV. Its total charge is -1. The calculation puts the orbital gap at 0.3195 Eh.

Last columns: bonded neighbours and bond lengths (Å).
Atoms and positions in Å:
1 C 0.138 -0.150 0.463  N3 1.469, N4 1.315, Si6 1.823
2 N 1.887 0.811 1.159  N3 1.282, N5 1.345
3 N 1.074 0.945 0.177  C1 1.469, N2 1.282
4 N 0.520 -0.819 1.530  C1 1.315, N5 1.308
5 N 1.595 -0.221 1.972  N2 1.345, N4 1.308
6 Si -1.052 -0.101 -0.917  C1 1.823, H7 1.461, H8 1.500, H9 1.456
7 H -1.281 -1.376 -1.592  Si6 1.461
8 H -0.459 0.580 -2.115  Si6 1.500
9 H -2.422 0.330 -0.678  Si6 1.456


Calculated ΔE to the lowest compared entry with this formula, charge and spin (eV), listed in the same order as above: 3.0985, 5.8001, 0.0000, 1.5298, 0.7640, 0.0000, 1.3839, 0.6528